Record 1
2 unconnected molecules or ions with the total composition C16H17N at a distorted geometry. Source: OMol25; level of theory: ωB97M-V/def2-TZVPD.

XYZ file:
```
34
Properties=species:S:1:pos:R:3:forces:R:3
C -3.162733 1.725892 1.910144 -1.02 -0.11 0.16
C -2.145040 2.768502 2.209838 0.80 -0.82 -0.35
C -2.280664 4.022526 2.717022 -0.35 -1.10 0.52
N -1.052200 4.644313 2.757815 -0.18 0.54 0.61
C -0.091391 3.766373 2.346370 -0.10 -0.36 -0.15
C 1.281023 3.933138 2.266148 0.43 0.29 0.24
C 2.033928 2.887275 1.776459 -0.16 0.04 0.06
C 1.412604 1.696677 1.394377 -0.11 -0.80 -0.49
C 0.051922 1.507452 1.519277 -0.67 0.15 0.53
C -0.732382 2.561092 2.002785 0.28 0.65 -0.48
H -3.329016 1.528414 0.846401 0.32 0.31 -0.08
H -4.150203 2.021901 2.286550 0.17 -0.08 0.08
H -2.933009 0.742684 2.329419 0.16 0.17 0.23
H -3.134152 4.263612 3.331670 -0.07 0.96 -0.40
H -0.845870 5.483903 3.268042 -0.13 0.04 -0.05
H 1.736879 4.844009 2.641517 0.07 -0.03 -0.19
H 3.110763 2.946472 1.718456 0.04 0.17 -0.04
H 2.000761 0.902089 0.941912 0.06 0.06 0.30
H -0.472762 0.563981 1.391443 0.47 -0.07 -0.52
C 2.613544 -3.870453 -1.354669 -0.05 -0.72 -0.23
C 1.366787 -3.698794 -2.190957 0.10 0.31 0.55
C 1.307861 -4.228230 -3.471574 0.39 0.30 -0.98
C 0.277698 -3.892504 -4.337334 -0.32 0.27 0.50
C -0.814056 -3.200045 -3.819679 0.25 0.08 -0.39
C -0.752762 -2.628474 -2.555972 -0.75 -0.54 -0.34
C 0.329633 -2.884907 -1.733223 0.25 -0.47 -0.07
H 2.742887 -4.916615 -1.053078 0.02 0.11 -0.03
H 2.647721 -3.265967 -0.452204 -0.22 0.14 -0.04
H 3.465623 -3.611158 -1.977787 0.23 0.04 0.09
H 2.113719 -4.826165 -3.891960 0.16 0.16 0.33
H 0.350412 -4.032594 -5.412333 -0.16 -0.70 0.23
H -1.714568 -3.141897 -4.419065 0.08 0.52 -0.06
H -1.617869 -2.037596 -2.287233 0.13 0.04 0.54
H 0.384906 -2.574907 -0.698577 -0.12 0.48 -0.08
```
Forces are in eV/Å.

Values from the calculation:
Multiplicity = 1
Electronic energy = -674.629996 hartree
HOMO-LUMO gap = 8.7 eV
Energy above the lowest of the compared OMol25 structures with the same formula, charge and spin = 0.7246 eV
SMILES = Cc1c[nH]c2ccccc12.Cc1ccccc1
LUMO energy = 0.8 eV

Record 2
A molecular structure, C3H4OS2 at a distorted geometry. Source: OMol25; level of theory: ωB97M-V/def2-TZVPD.

XYZ file:
```
10
Properties=species:S:1:pos:R:3:forces:R:3
C -0.582387 0.928394 -0.095101 0.52 -4.97 -0.23
C 0.370120 0.278523 -1.080847 -1.80 -0.43 -1.48
C 0.814272 -0.479206 -0.070539 2.15 0.96 -0.16
O 0.205959 0.173476 0.940737 -0.92 0.72 1.58
S -3.144459 -0.584333 0.704727 -0.18 -0.14 0.11
S 2.213002 -1.519519 0.260359 -0.74 -0.35 -2.88
H -0.744205 1.924819 -0.048316 0.18 3.28 0.77
H -1.595692 0.418512 0.048582 0.64 0.50 -0.76
H 0.308652 0.197625 -2.163496 0.34 0.04 0.39
H 2.154739 -1.338289 1.503891 -0.18 0.40 2.67
```
Forces are in eV/Å.

Values from the calculation:
Multiplicity = 1
Electronic energy = -988.106844 hartree
HOMO-LUMO gap (spin up / spin down) = 6.1 / 6.1 eV
Energy above the lowest of the compared OMol25 structures with the same formula, charge and spin = 6.1322 eV
LUMO energy (spin up / spin down) = -2.6 / -2.6 eV

Number 1: molar mass 223.3 g mol⁻¹. Number 2: molar mass 120.2 g mol⁻¹.